# 1
The following is a quantum chemistry calculation of the molecule C4H7NO, from the OMol25 dataset.

Output
- HOMO (alpha / beta): -7.89 / -7.89 eV
- Energy relative to the best compared isomer or geometry (same formula, charge and spin): 141.6 kcal per mole
- DFT total energy: -286.4059 a.u.
- Kohn-Sham gap (alpha / beta): 7.27 / 7.27 eV

Last column: natural (NBO) charge in e.
Positions of all 13 atoms, in Å:
O  2.42  -0.93  0.89  -0.6841
C  1.42  -0.61  0.20  0.0857
C  0.42  0.47  1.02  -0.2693
N  -0.78  0.45  0.27  -0.2197
C  -1.42  -0.52  -0.28  0.0644
C  -1.15  0.64  -1.15  -0.2383
H  1.59  -0.12  -0.80  0.0833
H  0.86  1.46  1.09  0.2195
H  0.26  0.02  2.00  0.2241
H  -1.92  -1.44  -0.03  0.2516
H  0.56  -1.39  0.01  0.0678
H  -0.37  0.55  -1.90  0.2136
H  -1.89  1.41  -1.33  0.2014

=====

# 2
The following is a quantum chemistry calculation of a cluster of 2 separate species, C4H11N3O2 in total at a distorted geometry, from the OMol25 dataset.

Output
- HOMO: -9.00 eV
- Energy relative to the best compared isomer or geometry (same formula, charge and spin): 62.6 kcal per mole
- SMILES: [H]/N=C(/N)NC.CC(=O)O
- DFT total energy: -473.7031 a.u.
- Kohn-Sham gap: 9.59 eV

Last column: natural (NBO) charge in e.
Positions of all 20 atoms, in Å:
C  -3.19  -1.69  -1.59  -0.7270
C  -2.64  -0.33  -1.67  0.8028
O  -2.42  0.31  -0.54  -0.7831
O  -2.38  0.13  -2.76  -0.5693
H  -2.90  -2.38  -2.38  0.2509
H  -4.22  -1.54  -1.31  0.2412
H  -2.88  -2.22  -0.56  0.2240
C  2.97  1.68  1.21  -0.4582
C  1.25  -0.18  0.73  0.5913
N  0.76  -1.30  0.94  -0.7858
N  2.43  0.31  1.44  -0.6699
N  0.79  0.79  -0.19  -0.8450
H  1.20  -1.97  1.55  0.3571
H  -2.47  0.50  0.37  0.5617
H  3.14  -0.44  1.53  0.3864
H  1.09  1.68  0.24  0.3873
H  -0.06  0.61  -0.68  0.4176
H  2.41  2.34  1.86  0.1985
H  3.14  2.09  0.20  0.2017
H  3.98  1.60  1.61  0.2179